(1)
{
  "formula": "C30H48O22S",
  "method": "ωB97M-V with the def2-TZVPD basis set",
  "e_lumo_ev": -0.31,
  "orbital_gap_ev": 7.2,
  "largest_force_ha_per_bohr": 0.3255,
  "multiplicity": 1,
  "symbols": ["C", "C", "C", "O", "C", "O", "O", "H", "H", "H", "H", "H", "H", "C", "C", "C", "O", "C", "O", "O", "H", "H", "H", "H", "H", "H", "C", "C", "C", "O", "C", "O", "O", "H", "H", "H", "H", "H", "H", "C", "C", "C", "O", "C", "O", "O", "H", "H", "H", "H", "H", "H", "C", "C", "C", "O", "C", "O", "O", "H", "H", "H", "H", "H", "H", "C", "C", "C", "O", "C", "O", "O", "H", "H", "H", "H", "H", "H", "C", "C", "C", "O", "C", "O", "O", "H", "H", "H", "H", "H", "H", "C", "S", "O", "C", "H", "H", "H", "H", "H", "H"],
  "positions_angstrom": [[-1.09, -1.48, -3.40], [-1.33, -2.52, -4.51], [-1.03, -1.86, -5.88], [0.18, -2.61, -6.33], [0.30, -3.70, -5.58], [1.14, -4.60, -5.78], [-0.40, -3.59, -4.45], [-0.43, -0.63, -3.58], [-0.70, -2.07, -2.57], [-2.03, -1.18, -2.95], [-2.35, -2.91, -4.50], [-0.62, -0.85, -5.84], [-1.84, -1.95, -6.60], [0.82, 4.07, -0.12], [1.05, 4.00, -1.75], [2.44, 3.76, -2.12], [2.35, 2.97, -3.27], [1.28, 2.23, -3.09], [1.07, 1.05, -3.55], [0.42, 2.91, -2.32], [1.01, 3.08, 0.29], [-0.17, 4.22, 0.31], [1.36, 4.91, 0.31], [0.64, 4.92, -2.15], [2.99, 3.26, -1.32], [2.91, 4.73, -2.26], [-2.83, 2.82, -1.75], [-1.57, 2.17, -2.48], [-1.42, 0.68, -2.57], [-0.89, 0.47, -3.87], [-1.14, 1.46, -4.67], [-1.28, 1.29, -5.86], [-1.63, 2.49, -3.89], [-2.71, 2.61, -0.68], [-3.78, 2.35, -1.99], [-2.97, 3.87, -2.01], [-0.67, 2.64, -2.08], [-2.40, 0.21, -2.61], [-0.77, 0.38, -1.76], [-0.09, -3.52, 2.74], [-1.34, -2.88, 2.14], [-2.67, -2.97, 3.00], [-2.83, -1.61, 3.53], [-1.89, -0.84, 2.99], [-1.87, 0.36, 3.34], [-1.24, -1.50, 2.15], [0.67, -3.13, 2.06], [0.08, -4.58, 2.58], [0.09, -3.44, 3.81], [-1.54, -3.31, 1.15], [-2.37, -3.41, 3.95], [-3.55, -3.40, 2.51], [6.43, 1.53, 2.53], [5.25, 0.60, 2.32], [3.87, 1.14, 2.87], [2.97, 0.55, 2.00], [3.59, 0.08, 0.88], [2.97, -0.46, -0.04], [4.90, 0.31, 0.99], [6.46, 2.43, 1.92], [7.39, 1.07, 2.25], [6.51, 1.51, 3.61], [5.56, -0.31, 2.84], [3.85, 2.23, 2.97], [3.76, 0.99, 3.95], [-5.15, -0.16, -0.53], [-3.82, -0.94, -0.90], [-2.70, -0.61, 0.21], [-2.70, -1.82, 0.93], [-3.44, -2.71, 0.35], [-3.48, -3.84, 0.83], [-4.09, -2.26, -0.77], [-4.97, 0.90, -0.31], [-5.58, -0.51, 0.41], [-5.89, -0.38, -1.30], [-3.37, -0.68, -1.86], [-2.80, 0.20, 0.93], [-1.70, -0.44, -0.19], [0.72, -0.31, 3.04], [0.79, -0.62, 4.45], [2.14, -0.47, 5.19], [1.99, 0.59, 6.10], [0.69, 1.04, 6.04], [0.19, 1.95, 6.68], [-0.07, 0.31, 5.15], [1.41, 0.50, 2.81], [-0.23, -0.12, 2.53], [1.20, -1.17, 2.57], [0.42, -1.58, 4.81], [2.93, -0.17, 4.51], [2.46, -1.42, 5.62], [1.38, 0.77, -1.04], [-0.26, -0.02, -0.73], [-0.63, -1.01, -1.85], [0.15, -0.98, 0.75], [1.36, 0.93, -2.12], [2.22, 0.10, -0.81], [1.48, 1.71, -0.50], [-0.53, -1.82, 0.67], [-0.09, -0.47, 1.68], [1.10, -1.51, 0.76]]
}

***

(2)
{
  "formula": "C30H48P2SeSn",
  "method": "ωB97M-V with the def2-TZVPD basis set",
  "e_lumo_ev": [-8.73, -8.63],
  "orbital_gap_ev": [3.4, 3.4],
  "charge": 2,
  "largest_force_ha_per_bohr": 0.0816,
  "multiplicity": 1,
  "symbols": ["Sn", "C", "C", "C", "C", "C", "C", "H", "H", "H", "C", "H", "H", "H", "C", "H", "H", "H", "C", "H", "H", "H", "C", "H", "H", "H", "C", "C", "C", "C", "C", "C", "C", "C", "H", "H", "H", "H", "H", "H", "H", "H", "H", "H", "H", "H", "P", "P", "C", "C", "H", "H", "H", "H", "C", "H", "H", "H", "C", "H", "H", "H", "C", "H", "H", "H", "C", "H", "H", "H", "Se", "C", "C", "C", "C", "C", "C", "H", "H", "H", "H", "H"],
  "positions_angstrom": [[0.06, 2.35, -4.98], [-0.55, -2.37, 0.86], [0.79, -2.30, 0.39], [0.58, -0.81, 2.13], [-0.68, -1.45, 1.95], [1.49, -1.35, 1.18], [-1.64, -3.20, 0.32], [-1.23, -4.04, -0.25], [-2.30, -2.62, -0.34], [-2.26, -3.60, 1.14], [-1.91, -1.20, 2.70], [-2.49, -2.12, 2.81], [-2.54, -0.46, 2.19], [-1.68, -0.81, 3.71], [0.88, 0.26, 3.11], [0.24, 0.18, 3.99], [0.72, 1.26, 2.66], [1.93, 0.20, 3.43], [2.91, -0.96, 1.05], [3.40, -0.92, 2.03], [3.02, 0.03, 0.58], [3.45, -1.69, 0.43], [1.37, -3.10, -0.71], [1.96, -3.95, -0.33], [2.04, -2.48, -1.33], [0.58, -3.50, -1.35], [-1.75, 1.50, -5.64], [-1.98, 0.04, -5.33], [-0.96, -0.93, -5.91], [0.50, -0.78, -5.43], [1.16, 0.57, -5.63], [0.94, 1.47, -6.74], [-0.19, 1.34, -7.75], [-1.61, 1.67, -7.19], [-0.97, -0.88, -7.01], [1.11, -1.56, -5.92], [-1.26, -1.96, -5.67], [-2.35, 1.06, -7.71], [-2.54, 2.14, -5.24], [-2.94, -0.22, -5.83], [-1.84, 2.72, -7.45], [0.02, 2.06, -8.56], [1.80, 2.05, -7.08], [-0.20, 0.36, -8.24], [0.54, -1.04, -4.36], [2.14, 0.63, -5.16], [-2.84, -0.84, -3.67], [2.26, 2.88, -0.52], [0.61, 2.06, -2.79], [1.67, 3.05, -2.34], [0.98, 1.02, -2.73], [-0.31, 2.13, -2.20], [2.58, 2.94, -2.96], [1.31, 4.09, -2.47], [2.59, 4.65, -0.19], [3.62, 4.75, 0.16], [1.90, 4.98, 0.59], [2.43, 5.27, -1.09], [3.99, 2.32, -0.83], [4.47, 2.89, -1.64], [4.00, 1.25, -1.08], [4.53, 2.48, 0.11], [-4.27, 0.29, -3.51], [-5.21, -0.28, -3.54], [-4.28, 1.06, -4.29], [-4.16, 0.78, -2.53], [-3.69, -2.33, -4.33], [-3.90, -2.95, -3.45], [-3.02, -2.90, -5.00], [-4.62, -2.07, -4.85], [-2.18, 1.40, -0.09], [-1.75, 2.68, 1.14], [-1.13, 3.89, 0.72], [-0.59, 4.77, 1.65], [-0.70, 4.51, 3.03], [-1.40, 3.37, 3.46], [-1.97, 2.50, 2.54], [-1.06, 4.09, -0.34], [-0.09, 5.68, 1.30], [-0.26, 5.20, 3.75], [-1.52, 3.17, 4.53], [-2.56, 1.65, 2.86]]
}

***

(3)
{
  "formula": "C30H49BCl4FI2NO8PS",
  "method": "ωB97M-V with the def2-TZVPD basis set",
  "e_lumo_ev": 1.55,
  "orbital_gap_ev": 5.8,
  "charge": -1,
  "largest_force_ha_per_bohr": 0.1425,
  "multiplicity": 1,
  "symbols": ["C", "C", "O", "O", "C", "C", "C", "C", "C", "C", "C", "C", "B", "P", "C", "C", "O", "C", "C", "C", "O", "C", "C", "O", "C", "C", "C", "N", "C", "C", "C", "C", "I", "C", "C", "I", "S", "O", "O", "F", "O", "H", "H", "H", "H", "H", "H", "H", "H", "H", "H", "H", "H", "H", "H", "H", "H", "H", "H", "H", "H", "H", "H", "H", "H", "H", "H", "H", "H", "H", "H", "H", "H", "H", "H", "H", "H", "H", "H", "H", "H", "H", "Cl", "C", "C", "Cl", "H", "H", "H", "H", "Cl", "C", "C", "Cl", "H", "H", "H", "H"],
  "positions_angstrom": [[-3.05, -0.48, -5.81], [-1.62, 0.06, -6.26], [-0.85, -0.79, -6.79], [-1.19, 1.41, -6.11], [-0.06, 1.37, -5.16], [0.59, 2.83, -4.94], [2.22, 2.80, -5.07], [2.78, 2.75, -3.56], [4.23, 2.07, -3.40], [4.32, 0.86, -2.37], [3.60, 1.10, -0.96], [3.13, -0.27, -0.22], [1.58, -0.13, 0.38], [0.47, 0.08, -1.19], [1.27, -0.61, -2.76], [-1.16, -0.91, -1.05], [1.17, -1.11, 1.42], [0.66, -0.43, 2.62], [-0.88, -0.23, 2.24], [-1.89, -0.05, 3.46], [-2.50, 1.27, 3.35], [-3.82, 1.22, 2.87], [-4.13, 2.10, 1.55], [-4.78, 0.61, 3.39], [0.76, -1.62, 3.68], [1.05, -1.48, 5.18], [1.11, -2.71, 6.05], [0.91, -4.08, 5.75], [0.60, -4.15, 4.37], [0.52, -3.09, 3.31], [1.67, 0.82, 2.68], [1.22, 2.26, 3.23], [0.02, 3.40, 1.75], [0.50, 2.28, 4.67], [1.51, 2.64, 5.90], [-0.90, 4.00, 4.63], [3.34, 0.31, 3.35], [3.50, 0.48, 4.83], [4.36, 1.22, 2.69], [3.78, -1.26, 2.99], [1.76, 1.08, 1.26], [-3.86, 0.33, -5.80], [-3.34, -1.31, -6.56], [-3.03, -0.98, -4.79], [0.78, 0.69, -5.51], [-0.51, 0.98, -4.17], [0.12, 3.62, -5.64], [0.26, 3.15, -3.88], [2.49, 3.85, -5.47], [2.58, 1.96, -5.74], [2.87, 3.84, -3.21], [1.96, 2.28, -2.92], [4.55, 1.71, -4.45], [4.97, 2.93, -3.16], [5.44, 0.71, -2.14], [4.00, -0.13, -2.88], [2.73, 1.85, -1.00], [4.39, 1.61, -0.29], [3.26, -1.20, -0.88], [3.90, -0.40, 0.63], [1.81, 0.17, -3.40], [1.92, -1.55, -2.60], [0.40, -0.98, -3.42], [-1.94, -0.34, -0.45], [-0.88, -1.88, -0.49], [-1.51, -1.25, -2.08], [-1.06, 0.59, 1.46], [-1.19, -1.21, 1.71], [-2.72, -0.85, 3.35], [-1.45, -0.22, 4.50], [-5.19, 2.53, 1.67], [-3.43, 3.01, 1.64], [-3.97, 1.52, 0.59], [1.22, -0.45, 5.64], [1.37, -2.52, 7.16], [0.37, -5.22, 4.00], [0.29, -3.36, 2.23], [2.18, 2.89, 3.34], [-0.02, 1.31, 4.97], [1.78, 1.63, 6.38], [2.43, 3.15, 5.47], [0.98, 3.33, 6.63], [-7.18, 1.01, -3.66], [-7.45, 0.73, -1.93], [-6.40, 1.41, -1.07], [-4.80, 0.65, -1.25], [-7.48, -0.34, -1.76], [-8.44, 1.14, -1.69], [-6.67, 1.32, -0.01], [-6.30, 2.47, -1.31], [1.49, -4.36, -0.10], [1.11, -6.08, -0.40], [-0.17, -6.51, 0.29], [0.00, -6.54, 2.06], [1.97, -6.68, -0.07], [1.01, -6.20, -1.48], [-0.43, -7.53, -0.02], [-1.00, -5.85, 0.03]]
}

***

(4)
{
  "formula": "C30H49BN2NaP2Se",
  "method": "ωB97M-V with the def2-TZVPD basis set",
  "e_lumo_ev": 2.14,
  "orbital_gap_ev": 5.2,
  "charge": -1,
  "largest_force_ha_per_bohr": 0.0089,
  "multiplicity": 1,
  "symbols": ["Na", "C", "C", "C", "C", "P", "C", "N", "B", "N", "C", "P", "C", "C", "C", "C", "C", "C", "C", "C", "C", "C", "C", "C", "C", "C", "C", "C", "C", "C", "H", "H", "H", "H", "H", "H", "H", "H", "H", "H", "H", "H", "H", "H", "H", "H", "H", "H", "H", "H", "H", "H", "H", "H", "H", "H", "H", "H", "H", "H", "H", "H", "H", "H", "H", "H", "H", "H", "H", "H", "H", "H", "H", "H", "Se", "C", "C", "C", "C", "C", "C", "H", "H", "H", "H", "H"],
  "positions_angstrom": [[1.05, 0.40, 0.15], [2.76, -3.50, 2.31], [1.26, -3.37, 2.02], [0.50, -4.44, 2.80], [1.06, -3.61, 0.51], [0.75, -1.58, 2.25], [-1.11, -1.76, 2.26], [-1.76, -0.62, 1.64], [-1.12, 0.62, 1.18], [-2.20, 1.19, 0.36], [-2.11, 2.37, -0.49], [-0.37, 2.65, -1.11], [-0.09, 4.43, -0.61], [-1.07, 5.48, -1.14], [1.33, 4.85, -1.01], [-0.15, 4.43, 0.93], [-0.64, 2.51, -2.97], [-1.74, 3.36, -3.62], [-0.99, 1.02, -3.14], [0.67, 2.75, -3.70], [-3.34, 0.41, 0.40], [-4.58, 0.57, -0.19], [-5.55, -0.42, 0.00], [-5.27, -1.54, 0.77], [-4.02, -1.71, 1.38], [-3.07, -0.72, 1.19], [1.12, -1.07, 4.02], [2.56, -0.55, 4.07], [0.95, -2.16, 5.08], [0.19, 0.10, 4.39], [3.10, -4.48, 1.96], [2.99, -3.43, 3.37], [3.34, -2.75, 1.77], [0.79, -5.43, 2.42], [-0.58, -4.36, 2.68], [0.72, -4.43, 3.87], [1.42, -4.62, 0.27], [1.61, -2.90, -0.10], [0.01, -3.56, 0.23], [-1.49, -1.94, 3.28], [-1.34, -2.66, 1.68], [-2.49, 3.26, 0.03], [-2.77, 2.22, -1.35], [-0.91, 5.68, -2.20], [-0.92, 6.42, -0.60], [-2.11, 5.19, -1.00], [1.44, 4.98, -2.08], [2.08, 4.12, -0.69], [1.57, 5.81, -0.53], [-1.16, 4.26, 1.30], [0.19, 5.40, 1.29], [0.47, 3.65, 1.37], [-2.68, 3.34, -3.08], [-1.94, 2.98, -4.62], [-1.43, 4.40, -3.72], [-1.92, 0.74, -2.63], [-0.19, 0.37, -2.76], [-1.12, 0.80, -4.20], [0.93, 3.81, -3.75], [0.57, 2.40, -4.74], [1.50, 2.20, -3.25], [-4.81, 1.45, -0.79], [-6.52, -0.31, -0.46], [-6.03, -2.30, 0.91], [-3.80, -2.58, 1.98], [3.29, -1.32, 3.83], [2.78, -0.17, 5.07], [2.71, 0.27, 3.36], [1.68, -2.97, 4.96], [-0.05, -2.59, 5.06], [1.10, -1.72, 6.07], [0.25, 0.92, 3.67], [0.49, 0.46, 5.38], [-0.85, -0.20, 4.44], [3.04, -0.29, -1.60], [2.97, -1.61, -2.98], [2.34, -1.36, -4.20], [2.29, -2.31, -5.20], [2.87, -3.56, -5.02], [3.50, -3.83, -3.82], [3.55, -2.87, -2.82], [1.89, -0.39, -4.36], [1.78, -2.08, -6.13], [2.82, -4.32, -5.80], [3.96, -4.80, -3.64], [4.05, -3.09, -1.88]]
}

***

(5)
{
  "formula": "C30H49BN4O2P2Pd",
  "method": "ωB97M-V with the def2-TZVPD basis set",
  "e_lumo_ev": 0.63,
  "orbital_gap_ev": 8.0,
  "largest_force_ha_per_bohr": 0.0112,
  "multiplicity": 1,
  "symbols": ["Pd", "C", "C", "C", "C", "P", "C", "N", "B", "N", "C", "P", "C", "C", "C", "C", "C", "C", "C", "C", "C", "C", "C", "C", "C", "C", "C", "C", "C", "C", "H", "H", "H", "H", "H", "H", "H", "H", "H", "H", "H", "H", "H", "H", "H", "H", "H", "H", "H", "H", "H", "H", "H", "H", "H", "H", "H", "H", "H", "H", "H", "H", "H", "H", "H", "H", "H", "H", "H", "H", "H", "H", "H", "H", "O", "N", "N", "O", "C", "C", "C", "C", "C", "C", "H", "H", "H", "H", "H"],
  "positions_angstrom": [[-0.11, 0.53, 0.13], [-3.95, -0.82, 0.26], [-3.79, 0.70, 0.30], [-5.10, 1.37, -0.13], [-3.48, 1.13, 1.74], [-2.28, 1.18, -0.69], [-2.33, 3.05, -0.64], [-0.99, 3.43, -0.27], [0.01, 2.48, 0.12], [1.17, 3.27, 0.48], [2.43, 2.63, 0.80], [2.16, 0.87, 0.22], [2.90, 0.84, -1.51], [2.36, -0.41, -2.22], [4.43, 0.81, -1.55], [2.44, 2.09, -2.26], [3.18, -0.16, 1.39], [2.43, -0.10, 2.73], [3.18, -1.61, 0.88], [4.61, 0.33, 1.63], [0.88, 4.61, 0.28], [1.66, 5.74, 0.44], [1.09, 6.98, 0.15], [-0.22, 7.08, -0.27], [-1.02, 5.95, -0.44], [-0.46, 4.72, -0.17], [-2.42, 0.76, -2.51], [-3.78, 1.03, -3.14], [-1.36, 1.61, -3.22], [-2.04, -0.72, -2.69], [-4.65, -1.13, 1.03], [-2.99, -1.32, 0.45], [-4.34, -1.17, -0.70], [-5.87, 1.13, 0.61], [-5.46, 1.04, -1.10], [-5.02, 2.46, -0.15], [-4.30, 0.80, 2.38], [-3.42, 2.22, 1.83], [-2.56, 0.69, 2.11], [-3.06, 3.37, 0.11], [-2.63, 3.48, -1.60], [2.61, 2.64, 1.87], [3.28, 3.10, 0.31], [2.68, -1.33, -1.73], [2.72, -0.42, -3.25], [1.27, -0.40, -2.24], [4.83, -0.14, -1.19], [4.87, 1.62, -0.97], [4.76, 0.93, -2.58], [1.37, 2.26, -2.20], [2.71, 1.98, -3.32], [2.94, 2.99, -1.89], [1.37, -0.37, 2.62], [2.47, 0.89, 3.17], [2.90, -0.80, 3.43], [2.17, -1.95, 0.65], [3.59, -2.26, 1.66], [3.80, -1.73, -0.01], [4.64, 1.39, 1.88], [5.27, 0.15, 0.78], [5.02, -0.22, 2.48], [2.69, 5.67, 0.78], [1.69, 7.88, 0.27], [-0.64, 8.06, -0.48], [-2.05, 6.03, -0.77], [-4.14, 2.04, -2.95], [-4.54, 0.32, -2.80], [-3.69, 0.91, -4.22], [-1.57, 2.68, -3.17], [-1.33, 1.32, -4.28], [-0.37, 1.43, -2.80], [-2.78, -1.39, -2.27], [-1.08, -0.94, -2.21], [-1.95, -0.93, -3.76], [-0.89, -0.67, 2.23], [-0.71, -1.91, 2.19], [-0.39, -2.39, 1.04], [-0.29, -1.68, -0.07], [-0.15, -3.79, 0.95], [-0.18, -4.60, 2.08], [0.06, -5.96, 1.94], [0.34, -6.51, 0.69], [0.36, -5.69, -0.42], [0.12, -4.33, -0.30], [-0.38, -4.17, 3.05], [0.05, -6.59, 2.82], [0.52, -7.57, 0.60], [0.57, -6.11, -1.40], [0.13, -3.67, -1.16]]
}

***

Q: Which formula does entry 3 have?
A: C30H49BCl4FI2NO8PS